Entry 1:
Here is a structure of composition C17H39N8O4SSeV from the OMol25 dataset. Energies are from ωB97M-V with the def2-TZVPD basis set.

Values from the calculation:
LUMO energy (alpha / beta): -1.71 / -1.73 eV
Frontier orbital gap (alpha / beta): 7.088 / 6.515 eV
HOMO energy (alpha / beta): -8.8 / -8.2 eV

The geometry in ORCA input format:
```
! RIJCOSX wB97M-V def2-TZVPD def2/J DEFGRID3
* xyz 1 2
Se -1.69 2.07 -0.30
V -0.54 -0.46 -0.23
S 2.44 0.60 -2.97
O 2.97 0.73 -1.60
O 1.82 -0.87 -3.17
O -0.23 -0.32 -2.15
O 1.33 -0.13 0.61
N 0.48 3.91 0.02
N -1.11 -0.24 2.03
N -2.54 -1.33 -0.44
N -0.08 -2.60 -0.27
N -0.21 -0.31 -4.41
N -0.87 4.00 1.70
N 1.42 1.12 1.28
N 0.12 -2.37 -3.25
C -1.28 -3.43 -0.05
C -3.57 -0.94 0.53
C 2.48 -0.97 0.82
C -1.98 -1.30 2.58
C -3.36 -1.48 1.93
C 1.07 3.50 -1.24
C -0.65 3.38 0.52
C 1.06 0.97 2.69
C 2.33 -2.27 0.06
C -1.99 3.76 2.59
C 0.14 4.92 1.94
C 0.28 -0.92 -3.21
C -2.46 -2.78 -0.75
C 0.98 4.86 0.88
C 0.06 -0.15 2.93
C 1.10 -3.10 0.43
C 3.89 0.26 -3.96
H 1.91 0.77 3.35
H 1.98 4.09 -1.40
H -2.32 -2.88 -1.83
H 1.33 2.45 -1.19
H -0.27 0.69 -4.31
H 2.32 -2.06 -1.01
H 0.37 3.67 -2.05
H 2.38 1.44 1.15
H 4.55 1.13 -3.89
H -0.74 -2.57 -3.75
H -2.74 -0.84 -1.31
H 0.57 -1.11 2.87
H -2.77 3.24 2.03
H -0.27 -0.05 3.98
H -1.46 -3.51 1.02
H 4.38 -0.62 -3.55
H -2.38 4.72 2.94
H 0.92 -3.07 1.51
H 3.23 -2.85 0.26
H -4.12 -1.00 2.55
H -1.40 -2.22 2.51
H 1.28 -4.16 0.18
H 2.59 -1.15 1.89
H 0.88 -2.79 -3.77
H 3.59 0.09 -5.00
H 3.35 -0.43 0.44
H -1.14 -4.44 -0.43
H -1.60 0.65 2.00
H 0.12 -2.63 -1.28
H -4.56 -1.28 0.19
H -1.68 3.16 3.44
H 0.15 5.54 2.82
H -3.39 -3.29 -0.49
H -3.58 0.15 0.55
H -3.60 -2.55 1.97
H 0.32 -0.57 -5.23
H -2.13 -1.14 3.66
H 0.64 1.93 2.99
H 1.87 5.41 0.67
*
```

***

Entry 2:
Here is a structure of composition C33H27N2O6Ta in a non-equilibrium geometry from the OMol25 dataset. Energies are from ωB97M-V with the def2-TZVPD basis set.

Values from the calculation:
LUMO energy: -1.47 eV
Frontier orbital gap: 7.416 eV
HOMO energy: -8.9 eV

The geometry in ORCA input format:
```
! RIJCOSX wB97M-V def2-TZVPD def2/J DEFGRID3
* xyz 0 1
Ta 0.00 0.00 0.00
O -1.15 -1.28 0.42
O -1.39 2.22 -3.18
O 1.02 -0.20 -1.85
O -0.27 1.46 -1.50
O -2.02 0.41 -2.20
O -0.45 1.99 0.62
N -1.23 1.36 -2.29
N 1.64 -0.11 1.31
C 3.92 -2.01 -5.56
C -0.55 2.26 1.92
C 2.55 -2.02 -5.30
C 0.80 5.27 3.95
C 2.55 1.18 3.10
C 3.98 0.29 1.40
C 0.28 3.52 2.31
C 2.85 -0.18 0.73
C 0.04 4.17 3.54
C 1.80 2.42 -2.52
C 3.83 0.96 2.61
C 4.28 3.33 -1.68
C 4.27 -0.77 -3.51
C 2.96 -0.81 -0.65
C -4.81 3.06 2.68
C 3.36 4.24 -2.18
C -4.18 1.98 3.31
C 1.83 5.75 3.13
C 2.70 1.47 -2.00
C 4.78 -1.38 -4.66
C 1.33 4.02 1.52
C -2.73 3.58 1.57
C 3.96 1.97 -1.59
C -2.07 2.50 2.20
C 2.88 -0.76 -3.22
C 2.04 -1.40 -4.15
C -2.83 1.71 3.07
C 2.10 5.12 1.92
C 2.12 3.78 -2.60
C -4.08 3.86 1.81
C 2.34 -0.05 -1.92
C 1.47 0.66 2.40
C 0.04 1.03 2.72
H -4.55 4.68 1.29
H -0.75 3.80 4.19
H 5.25 3.67 -1.33
H -2.38 0.85 3.56
H -5.86 3.26 2.86
H -4.74 1.34 3.98
H -0.56 0.13 2.52
H 4.31 -2.48 -6.45
H 2.52 -1.82 -0.58
H 3.59 5.30 -2.22
H 5.84 -1.35 -4.85
H 1.86 -2.50 -5.99
H 2.43 6.60 3.44
H -2.17 4.19 0.86
H 0.80 2.09 -2.80
H 4.70 1.29 -1.19
H 4.02 -1.00 -0.83
H 4.96 -0.29 -2.83
H 1.56 3.51 0.58
H 4.96 0.18 0.96
H 2.90 5.46 1.27
H 1.36 4.47 -2.96
H 0.59 5.75 4.89
H 4.69 1.37 3.12
H 0.97 -1.42 -3.97
H -0.04 1.20 3.80
H 2.38 1.81 3.97
*
```

***

Calculated values (kcal per mole) of energy relative to the best compared isomer or geometry (same formula, charge and spin) for the records, taken in order: 85.7, 20.7.
Calculated values (eV) of total energy for the records, taken in order: -140236.9381, -51473.6346.